DFT (wB97M-V/def2-TZVPD) results for 12 unconnected molecules or ions with the total composition C38H101N10O6 in a non-equilibrium geometry.

net charge = +1
Kohn-Sham gap = 3.198 eV
max |F| = 0.1318 Eh/bohr
energy relative to the best compared isomer or geometry (same formula, charge and spin) = 0.0 kcal per mole
LUMO level = -3.824 eV

Cartesian coordinates (Å):
O (1.395, 5.357, -2.454)
O (-0.137, 1.646, -0.061)
O (-1.413, 5.477, 1.201)
O (-1.202, 8.230, 1.408)
O (-2.009, 1.491, 2.750)
O (2.009, 8.171, -1.901)
N (0.833, 2.407, -2.469)
N (3.945, 2.765, 1.347)
N (3.929, -3.044, -3.187)
N (1.066, 3.650, 1.381)
N (-0.994, 1.824, -4.569)
N (-2.495, 3.129, 0.564)
N (-4.813, 0.667, 3.407)
N (-0.294, -5.675, 1.027)
N (-0.911, 2.774, 5.341)
N (-5.380, -1.904, 3.273)
C (0.434, -8.102, 1.083)
C (5.365, -1.808, -4.714)
C (0.778, 6.058, -1.540)
C (5.723, -4.671, -2.656)
C (2.033, -2.038, -2.043)
C (-1.725, -5.838, 0.658)
C (1.369, -3.790, 1.299)
C (0.231, 8.303, -0.593)
C (4.371, 3.020, 0.040)
C (3.182, -3.044, -1.888)
C (4.739, 0.418, 1.270)
C (4.753, 3.407, 2.365)
C (-0.763, 6.114, 0.362)
C (4.218, 4.476, -0.314)
C (-4.473, -1.884, 0.915)
C (-0.881, 0.653, 2.369)
C (-1.090, 3.234, -5.074)
C (-0.628, 7.659, 0.450)
C (-7.806, -1.695, 3.508)
C (0.373, -0.264, -4.559)
C (-5.137, -2.147, 4.641)
C (3.556, 1.329, 1.474)
C (-6.657, -2.512, 2.876)
C (-1.814, 4.223, -4.219)
C (-2.609, 1.331, -2.879)
C (-4.217, -2.248, 2.439)
C (-2.244, 1.093, -4.323)
C (0.706, -6.672, 0.588)
C (4.203, 3.205, 3.746)
C (-0.006, 0.997, -5.276)
C (0.112, -4.354, 0.526)
C (-4.981, -3.595, 5.110)
C (-0.540, 0.554, 0.769)
C (-2.024, -6.307, -0.729)
C (4.465, -4.365, -3.444)
C (1.006, 7.534, -1.365)
C (-0.059, 5.399, -0.737)
C (4.906, -1.934, -3.232)
H (0.755, 3.409, -2.369)
H (-4.188, -4.219, 4.697)
H (5.158, 0.466, 0.265)
H (-2.281, -4.943, 0.938)
H (-2.081, -6.658, 1.282)
H (-2.444, 2.745, 1.497)
H (1.289, -4.007, 2.364)
H (5.987, -2.643, -5.036)
H (1.769, -1.739, -1.028)
H (-4.176, -1.707, 4.907)
H (6.528, -3.938, -2.720)
H (-3.440, 0.724, -2.522)
H (1.237, -0.810, -4.938)
H (-0.349, 0.758, -6.283)
H (-1.797, 5.283, -4.472)
H (-0.262, -8.659, 0.456)
H (0.801, 3.803, 2.344)
H (-0.711, -3.644, 0.614)
H (3.903, -2.849, -1.094)
H (5.584, 0.575, 1.941)
H (0.317, -4.309, -0.544)
H (5.734, 2.933, 2.333)
H (-3.059, -6.329, -1.070)
H (-7.552, -0.644, 3.373)
H (-3.711, -2.331, 0.276)
H (0.435, 9.335, -0.349)
H (0.184, 2.141, -3.196)
H (5.980, -5.702, -2.899)
H (3.168, 3.540, 3.825)
H (1.792, 2.129, -2.620)
H (2.165, -1.116, -2.609)
H (-0.563, 1.957, 5.823)
H (-1.803, 1.060, -2.197)
H (2.780, -4.046, -1.736)
H (-6.791, -3.531, 3.239)
H (-5.918, -1.651, 5.218)
H (-1.408, 3.349, -6.110)
H (-0.222, 4.348, -0.922)
H (5.441, -4.868, -1.622)
H (4.263, 2.134, 3.940)
H (-0.044, 3.520, -5.180)
H (-7.923, -1.799, 4.586)
H (-5.856, -4.224, 4.946)
H (-4.838, -3.562, 6.190)
H (1.362, -8.666, 1.175)
H (-1.756, 2.626, 0.094)
H (5.435, 2.903, -0.167)
H (0.402, -0.057, -3.489)
H (4.449, -0.631, 1.343)
H (0.243, -0.202, 0.703)
H (4.469, 4.682, -1.354)
H (2.067, 3.710, 1.264)
H (4.955, 5.108, 0.182)
H (-0.022, 1.045, 2.913)
H (-0.371, -1.016, -4.821)
H (4.449, -1.798, -5.304)
H (-4.110, -3.330, 2.367)
H (-1.632, -5.464, -1.299)
H (4.425, -0.976, -3.033)
H (-6.850, -2.575, 1.805)
H (-3.820, 0.849, 3.377)
H (-1.331, 2.349, 4.526)
H (-2.943, 2.340, -2.636)
H (-1.497, 4.014, -3.197)
H (4.708, -4.372, -4.507)
H (3.105, 1.234, 2.462)
H (-1.724, 3.181, 5.780)
H (1.700, -6.413, 0.954)
H (2.239, -4.324, 0.917)
H (4.680, 3.743, 4.566)
H (-0.996, -0.333, 2.819)
H (0.659, 2.801, 1.017)
H (0.123, -8.135, 2.127)
H (-1.334, 0.016, 0.252)
H (2.787, 1.202, 0.712)
H (0.555, 1.921, -1.628)
H (-8.761, -2.052, 3.121)
H (-3.292, -1.876, 2.881)
H (-4.959, -0.319, 3.245)
H (-3.051, 1.437, -4.970)
H (5.689, -1.966, -2.474)
H (1.448, -2.704, 1.257)
H (-5.359, -2.292, 0.428)
H (3.245, 4.954, -0.195)
H (-2.066, 0.028, -4.468)
H (-2.450, 4.128, 0.703)
H (0.764, -6.719, -0.500)
H (-5.262, 1.207, 2.681)
H (-4.283, -0.839, 0.669)
H (-2.880, 3.995, -4.236)
H (1.112, -2.488, -2.414)
H (-5.252, 1.005, 4.251)
H (-0.326, 3.526, 5.006)
H (-3.400, 2.958, 0.149)
H (0.637, 4.383, 0.835)
H (3.851, 2.415, -0.702)
H (3.748, -5.185, -3.481)
H (0.864, 1.580, -5.579)
H (6.001, -0.922, -4.727)
H (4.758, 4.482, 2.186)
H (-1.453, -7.161, -1.094)

---

DFT (wB97M-V/def2-TZVPD) results for 11 unconnected molecules or ions with the total composition C38H101N4O15 in a non-equilibrium geometry.

multiplicity = 2
Kohn-Sham gap (alpha / beta) = 8.764 / 4.599 eV
max |F| = 0.0602 Eh/bohr
LUMO level (alpha / beta) = 0.449 / -3.716 eV

Cartesian coordinates (Å):
O (1.251, 1.822, 4.033)
O (6.017, -7.534, -3.841)
O (4.750, 2.614, 2.205)
O (-3.372, -1.564, 1.553)
O (2.221, 1.153, 1.401)
O (4.115, 1.036, -0.796)
O (-3.092, 0.112, 4.069)
O (-0.329, 4.215, 3.668)
O (-0.348, 4.078, -4.843)
O (4.103, -1.022, 1.988)
O (-5.782, -3.364, 3.025)
O (2.539, -3.963, -1.366)
O (-1.715, -2.295, 4.595)
O (-1.809, 2.963, -10.775)
O (-4.137, 3.233, 1.173)
N (-2.857, -3.943, 2.659)
N (-1.176, 3.809, -8.060)
N (-5.664, -0.529, 3.547)
N (5.274, -4.807, -2.745)
C (-0.322, 4.694, -7.269)
C (0.170, 1.865, 0.396)
C (-4.114, 0.974, 4.673)
C (3.346, -2.158, 1.561)
C (-3.086, -2.521, 0.606)
C (-2.805, 3.641, -9.966)
C (-3.372, -0.253, 1.001)
C (3.020, 0.629, -2.846)
C (1.109, 0.724, 0.680)
C (-3.640, 4.591, -0.757)
C (-3.234, -3.902, 1.207)
C (3.597, -3.133, -1.899)
C (-2.083, 4.557, -8.911)
C (-0.804, 6.022, 2.142)
C (6.498, -5.580, -2.482)
C (-5.456, 0.235, 4.773)
C (6.161, -8.347, -5.000)
C (-6.084, -4.753, 2.867)
C (-1.885, 0.861, 3.754)
C (-6.841, -1.339, 3.744)
C (-2.460, 2.165, -11.767)
C (1.281, -3.393, -1.598)
C (6.896, -6.401, -3.694)
C (4.763, 3.323, 3.475)
C (0.394, 4.022, -6.110)
C (0.211, 3.276, -3.807)
C (6.130, 3.964, 3.905)
C (-1.015, -3.519, 4.273)
C (1.451, 0.986, 6.323)
C (1.745, 0.783, 4.798)
C (3.648, 1.659, -1.943)
C (0.270, 5.044, 2.685)
C (-3.338, 3.262, -0.050)
C (4.955, -3.818, -1.722)
C (-1.391, -3.811, 2.855)
C (-6.872, -2.460, 2.705)
C (-1.188, -1.782, 5.837)
C (2.405, -2.443, 2.775)
H (1.388, 4.461, -6.029)
H (5.993, 4.348, 4.915)
H (-4.675, 4.495, -1.087)
H (2.042, 1.839, 6.658)
H (-1.097, 6.666, 2.971)
H (-7.003, -5.030, 3.384)
H (-3.148, -4.893, 2.841)
H (1.117, -3.246, -2.666)
H (4.450, -5.377, -2.874)
H (-2.334, 0.072, 0.927)
H (1.307, -0.140, 4.418)
H (1.193, 5.481, 3.069)
H (0.371, 2.225, -4.045)
H (7.342, -4.961, -2.178)
H (-3.037, 1.380, -11.278)
H (-2.258, 3.150, 0.045)
H (-3.484, 5.463, -0.123)
H (-3.843, 1.254, 5.692)
H (-3.684, -2.374, -0.294)
H (4.019, -3.000, 1.400)
H (-0.875, -4.630, 2.353)
H (-2.022, 1.621, 2.984)
H (-2.080, -2.392, 0.207)
H (7.925, -6.756, -3.648)
H (3.493, -0.298, 1.832)
H (-1.382, -2.468, 6.661)
H (5.695, -3.018, -1.762)
H (0.612, -0.039, 1.278)
H (3.021, -2.457, 3.675)
H (-6.805, -2.154, 1.661)
H (-7.722, -0.723, 3.563)
H (1.337, 0.070, -0.162)
H (0.515, 4.408, 1.835)
H (-3.499, 2.969, -9.460)
H (-4.315, -4.020, 1.123)
H (2.746, -2.057, 0.656)
H (0.428, -4.000, -1.296)
H (-2.801, -4.742, 0.664)
H (-0.389, 3.341, -2.900)
H (-3.152, 4.782, -1.712)
H (6.431, 4.852, 3.349)
H (4.456, 2.220, -2.413)
H (4.522, 2.553, 4.207)
H (1.544, 1.567, 3.156)
H (6.732, -5.707, -4.518)
H (-0.237, 2.311, 1.304)
H (3.680, -2.129, -1.482)
H (-1.681, 5.511, 1.745)
H (-5.463, -0.354, 5.691)
H (-5.875, 0.202, 2.883)
H (0.435, 1.240, 6.628)
H (1.629, 0.097, 6.928)
H (-7.028, -1.696, 4.757)
H (7.176, -8.562, -5.334)
H (5.692, -9.319, -4.846)
H (0.206, 3.438, 3.845)
H (-6.030, -5.169, 1.861)
H (-7.860, -2.920, 2.679)
H (-1.447, 5.269, -9.438)
H (2.488, 1.060, -3.694)
H (3.993, 4.095, 3.477)
H (2.162, 0.099, -2.432)
H (1.769, -3.314, 2.622)
H (0.637, 3.015, -6.447)
H (-3.390, 4.301, -10.607)
H (2.977, 2.446, -1.599)
H (3.809, -0.044, -3.181)
H (-1.054, -2.919, 2.325)
H (3.396, 0.881, -0.179)
H (-1.705, 1.691, -12.395)
H (0.068, -3.437, 4.365)
H (-5.329, -5.313, 3.419)
H (6.277, -6.263, -1.662)
H (-1.513, -0.787, 6.142)
H (-0.578, 3.323, -8.714)
H (1.226, 3.601, -3.579)
H (-0.641, 1.542, -0.255)
H (5.100, -4.213, -0.717)
H (-3.727, 2.503, -0.728)
H (-1.326, -4.253, 5.017)
H (-3.841, 0.506, 1.627)
H (-0.099, -1.806, 5.808)
H (-0.341, 6.642, 1.374)
H (-6.241, 0.976, 4.919)
H (3.845, 2.351, 2.024)
H (-0.898, 5.497, -6.809)
H (6.926, 3.227, 4.007)
H (-3.090, 2.779, -12.411)
H (1.736, -1.597, 2.934)
H (-1.135, 0.171, 3.368)
H (-3.715, -0.265, -0.034)
H (-1.415, 1.354, 4.605)
H (-4.270, 1.947, 4.207)
H (3.379, -3.015, -2.960)
H (5.703, -7.918, -5.891)
H (0.621, 2.682, -0.167)
H (-3.800, 3.866, 1.811)
H (0.456, 5.058, -7.940)
H (2.812, 0.589, 4.687)
H (1.199, -2.426, -1.103)
H (-2.792, 5.036, -8.237)

---

Number 1: molar mass 794.3 g/mol. Number 2: molar mass 854.2 g/mol.